# CH12NO4

A cluster of 5 separate species, CH12NO4 in total at a distorted geometry (the ωB97M-V functional and the def2-TZVPD basis, OMol25).

Geometry as ORCA input:
```
! RIJCOSX wB97M-V def2-TZVPD def2/J DEFGRID3
* xyz 1 1
H -0.236 -2.830 0.211
H 0.839 0.822 -0.248
C 2.508 0.329 -1.131
H -2.565 -3.739 -0.027
H -1.382 4.589 0.885
H -2.417 -3.097 1.314
O -2.199 -2.946 0.389
H 1.031 -3.388 -0.494
O -0.792 3.908 1.178
O -0.808 1.491 -0.269
H 1.228 -0.933 -0.247
H -1.619 0.961 -0.348
H 3.297 -0.409 -1.219
H -0.444 4.219 1.996
O 0.645 -2.610 -0.095
H 2.497 1.258 -1.691
N 1.516 0.052 -0.377
H -1.100 2.321 0.172
*
```

Calculated values
relative energy (zero: lowest compared OMol25 entry of this formula, charge and spin): 26.3 kJ/mol
electronic energy: -400.7695 hartree
HOMO-LUMO gap: 10.758 eV